Entry 1:
This record from the OMol25 dataset describes C14H51MgN24O14 as an isolated structure. The level of theory is wB97M-V/def2-TZVPD.

Last column: Mulliken charge in e.
CARTESIAN COORDINATES (ANGSTROEM)
Mg -0.4337 -0.9316 -0.1876  2.896
C 0.2345 -2.9675 -3.7086  -1.507
C -0.1726 -2.1780 -2.4321  0.622
O 0.4117 -2.4764 -1.3566  -0.515
O -1.0802 -1.2833 -2.4820  -0.737
H -0.2662 -2.5405 -4.5900  0.376
H -0.0439 -3.9904 -3.7997  0.407
H 1.3397 -2.9173 -3.7747  0.262
C 0.3027 -4.8146 1.9051  0.562
O 0.2993 -4.1616 2.9527  -0.770
N 0.6888 -4.1993 0.7837  0.129
N -0.0158 -6.0761 1.8825  -0.420
H 0.4692 -4.4574 -0.1645  0.268
H 0.7213 -3.2052 1.0069  -0.625
H -0.3517 -6.4502 2.7704  0.248
H -0.0410 -6.6772 1.0802  0.164
C -0.3768 -0.5888 5.5123  0.427
O -0.4310 0.6355 5.4846  -0.680
N -0.4685 -1.3711 6.6443  -0.416
N -0.3572 -1.3103 4.4036  -0.066
H -0.2979 -2.3942 6.6247  0.190
H -0.6436 -0.8346 7.4931  0.255
H 0.1232 -0.9754 3.6119  -0.238
H 0.0234 -2.2463 4.5116  0.318
C -1.3067 4.5085 -2.8506  0.533
O -0.1017 4.6939 -3.0552  -0.761
N -2.1588 4.1597 -3.8580  -0.404
N -1.8844 4.5207 -1.6544  -0.298
H -3.0722 3.8740 -3.6653  0.223
H -1.6143 3.8219 -4.6841  0.253
H -1.2486 4.5709 -0.8388  0.192
H -2.7557 4.0885 -1.4461  0.346
C -2.0028 1.5076 1.0510  -0.152
O -1.6968 0.6713 0.2240  -0.185
N -3.2408 2.1618 1.0372  -0.253
N -1.2120 1.8021 2.1806  -0.205
H -3.6465 2.2519 0.1177  0.128
H -3.3630 2.9072 1.7268  0.253
H -0.3580 1.2936 2.2147  -0.230
H -0.9101 2.7562 2.2770  0.354
C 0.6583 1.4319 -1.8334  0.016
O 0.5468 0.4456 -1.1115  -0.337
N 0.2184 1.4073 -3.1538  -0.195
N 1.1243 2.6173 -1.4261  -0.215
H 0.2439 2.2735 -3.6984  0.175
H -0.1051 0.4947 -3.4730  0.165
H 1.0956 3.4997 -1.9680  0.272
H 1.3930 2.6442 -0.4094  0.005
C 5.5433 2.9812 -0.3825  0.542
O 4.8945 1.9594 -0.3167  -0.606
N 5.2125 3.9226 -1.3494  -0.422
N 6.6504 3.1555 0.3760  -0.525
H 4.3222 3.6309 -1.8322  0.231
H 5.6955 4.7708 -1.4159  0.163
H 6.4986 2.4834 1.1930  0.279
H 6.9170 4.0807 0.7222  0.268
C 5.1978 -2.4202 -0.7395  0.604
O 5.4418 -1.9578 0.3733  -0.672
N 6.0792 -2.4122 -1.8265  -0.515
N 4.0266 -3.0314 -1.1397  -0.224
H 6.9733 -1.9848 -1.6239  0.248
H 6.1970 -3.1334 -2.5095  0.204
H 4.0380 -3.2600 -2.0921  0.199
H 3.1618 -3.0762 -0.5919  0.167
C -5.1930 2.3173 -2.2754  0.428
O -4.4912 3.0602 -1.6204  -0.797
N -6.5506 2.5762 -2.5204  -0.500
N -4.5871 1.3219 -2.9853  -0.243
H -7.1622 1.8439 -2.9180  0.259
H -7.0052 2.9951 -1.7382  0.287
H -3.5674 1.2637 -2.7574  0.170
H -5.0439 0.4333 -3.1354  0.333
C -2.2790 -2.1366 1.8179  0.370
O -1.3360 -2.2969 0.9700  -0.442
N -2.2046 -2.7579 2.9484  -0.276
N -3.3197 -1.2032 1.6378  -0.327
H -2.6489 -2.5897 3.8331  0.228
H -1.4009 -3.3366 3.1417  0.207
H -3.3050 -0.7267 0.7247  0.012
H -3.8848 -0.8724 2.4177  0.235
C 2.1918 -0.7772 1.4495  -0.443
O 0.8769 -0.6182 1.4472  0.542
N 3.1062 -0.0258 0.8002  -0.052
N 2.7474 -1.9394 2.0316  -0.226
H 3.0151 0.8334 0.2641  0.024
H 4.1241 -0.2002 0.8968  0.214
H 3.7344 -2.1626 1.9871  0.267
H 2.0923 -2.5035 2.4658  0.022
C 1.8980 3.4516 3.0750  0.609
O 1.2528 3.4586 2.0289  -0.614
N 1.8216 2.5219 4.0703  -0.258
N 2.8775 4.4020 3.2889  -0.572
H 2.4644 2.6346 4.8475  0.190
H 0.9096 2.1078 4.2700  0.199
H 3.3523 4.8323 2.4733  0.269
H 3.6300 4.2127 3.9361  0.219
C -4.9792 -2.3713 -3.5162  0.680
O -5.6101 -1.3816 -3.1201  -0.762
N -5.1706 -3.0424 -4.7241  -0.559
N -4.0657 -2.9436 -2.7124  -0.229
H -5.7706 -2.4799 -5.4099  0.278
H -4.3289 -3.4030 -5.1723  0.242
H -3.5847 -2.3323 -2.0691  0.058
H -3.6919 -3.8660 -2.8683  0.186

- Total charge: +1
- HOMO energy: -11.754 eV
- Lowest unoccupied orbital energy: -0.0598 hartree
- Kohn-Sham gap: 10.1 eV

=====

Entry 2:
This record from the OMol25 dataset describes C21H29ClGeN2O4Pd as an isolated structure. The level of theory is wB97M-V/def2-TZVPD.

Last column: natural (NBO) charge in e.
CARTESIAN COORDINATES (ANGSTROEM)
Pd 0.5397 -0.6412 1.2846  0.473
C 2.4349 -2.4701 0.0836  -0.690
C 1.6118 -2.4110 1.3660  0.444
O 0.4840 -2.9977 1.4087  -0.745
N 2.4721 -2.4573 2.5495  -0.648
C 1.9219 -1.7588 3.7127  -0.270
C 2.2470 -0.2871 3.6673  0.196
C 2.8389 0.3918 4.7272  -0.270
C 3.1789 1.7265 4.5821  -0.213
C 2.9340 2.3375 3.3568  -0.290
C 2.3387 1.6071 2.3446  0.051
N 1.9795 0.3233 2.5010  -0.462
H 1.8252 -2.1052 -0.7424  0.264
H 2.7383 -3.5073 -0.1154  0.178
H 3.3244 -1.8385 0.1449  0.189
H 3.3495 -2.0129 2.3045  0.346
H 2.3064 -2.1961 4.6409  0.168
H 0.8379 -1.9037 3.6828  0.255
H 3.0281 -0.1356 5.6556  0.196
H 3.6356 2.2758 5.3973  0.190
H 3.2028 3.3722 3.1831  0.201
H 2.1255 2.0148 1.3611  0.263
C -0.0921 0.6384 -6.5524  -0.620
C -0.7688 1.3996 -5.4481  -0.085
C -2.0898 1.7995 -5.5485  -0.238
C -2.6913 2.4864 -4.5054  -0.054
Cl -4.3649 2.9889 -4.6679  -0.065
C -1.9967 2.7656 -3.3470  -0.226
C -0.6679 2.3772 -3.2345  -0.278
C -0.0452 1.7078 -4.2850  0.407
O 1.2453 1.3307 -4.2936  -0.510
C 2.0469 1.6929 -3.1636  -0.197
C 1.6482 1.0376 -1.8052  0.733
O 2.0094 1.7271 -0.8250  -0.789
O 1.0603 -0.0488 -1.8725  -0.727
H -0.8177 0.3164 -7.3006  0.194
H 0.4203 -0.2364 -6.1511  0.234
H 0.6682 1.2515 -7.0433  0.208
H -2.6583 1.5663 -6.4406  0.205
H -2.4857 3.2645 -2.5216  0.224
H -0.1395 2.5688 -2.3107  0.254
H 2.0572 2.7806 -3.0507  0.169
H 3.0498 1.3519 -3.4203  0.187
C -2.7648 -2.4777 0.3475  -1.097
Ge -2.6997 -1.2048 1.8530  1.614
C -2.1912 -2.2397 3.4641  -1.109
C -4.6417 -0.7617 2.1756  -1.104
C -1.5210 0.2673 1.5639  -1.448
H -3.1727 -3.4392 0.6736  0.196
H -1.7492 -2.6348 -0.0164  0.259
H -3.3885 -2.0938 -0.4642  0.202
H -3.0241 -2.8345 3.8525  0.190
H -1.8513 -1.5593 4.2504  0.206
H -1.3624 -2.8963 3.1913  0.252
H -5.2466 -1.6618 2.3337  0.191
H -5.0457 -0.2193 1.3160  0.204
H -4.7403 -0.1190 3.0556  0.199
H -1.5412 0.9468 2.4252  0.186
H -1.8027 0.8348 0.6693  0.202

- Total charge: -2
- HOMO energy: 0.113 eV
- Lowest unoccupied orbital energy: 0.1583 hartree
- Kohn-Sham gap: 4.2 eV
- Energy relative to the best compared isomer or geometry (same formula, charge and spin): 229.1 kJ/mol

=====

Entry 3:
This record from the OMol25 dataset describes an isolated molecule of C21H24N2O3. The level of theory is wB97M-V/def2-TZVPD.

Last column: natural (NBO) charge in e.
CARTESIAN COORDINATES (ANGSTROEM)
C 5.4924 -1.6984 -4.2753  -0.256
O 5.6431 -1.6495 -2.8132  -0.519
C 4.5306 -1.6499 -2.0086  0.317
C 3.2222 -1.7467 -2.4530  -0.295
C 2.1114 -1.7874 -1.5476  0.011
C 2.3370 -1.7399 -0.1667  -0.068
C 3.6493 -1.5980 0.2691  -0.212
C 4.7269 -1.5539 -0.6380  0.222
O 6.0080 -1.5606 -0.1080  -0.515
C 6.7541 -0.3728 -0.3094  -0.245
C 1.2161 -1.8360 0.8448  -0.219
N -0.0699 -1.5619 0.1887  -0.417
C -0.9308 -0.5684 0.7435  0.313
N -2.1161 -0.4251 0.1822  -0.533
C -3.0646 0.4096 0.7489  0.120
C -4.3707 0.1230 0.3554  -0.199
C -5.4644 0.8483 0.8138  -0.204
C -5.2295 1.9429 1.6209  -0.054
C -3.9172 2.2543 2.0207  0.035
C -2.8237 1.4927 1.6207  -0.267
C -3.8935 3.4912 2.8736  0.055
O -3.2684 4.5086 2.1348  -0.711
C -5.3986 3.7767 3.1371  -0.419
C -6.2390 2.9771 2.0666  -0.429
C -0.3686 -2.3092 -1.0701  -0.213
C 0.7054 -1.8788 -2.1111  -0.433
H 5.0833 -0.7370 -4.6050  0.184
H 6.4827 -1.8118 -4.7345  0.205
H 4.8586 -2.5548 -4.5781  0.185
H 3.0259 -1.7762 -3.5237  0.214
H 3.8253 -1.6204 1.3226  0.217
H 6.6004 0.0817 -1.2902  0.181
H 7.8234 -0.5903 -0.1957  0.191
H 6.5007 0.4099 0.4020  0.165
H 1.3741 -1.1402 1.6607  0.212
H 1.2139 -2.8372 1.2976  0.197
H -0.6081 -0.0213 1.6012  0.170
H -4.5633 -0.6909 -0.3137  0.215
H -6.4556 0.5269 0.5055  0.210
H -1.8666 1.7814 1.9859  0.206
H -3.3869 3.2883 3.8144  0.186
H -3.6535 4.5510 1.2569  0.468
H -5.6717 3.3325 4.1105  0.208
H -5.6330 4.8670 3.1636  0.221
H -6.5231 3.5651 1.2169  0.208
H -7.1216 2.4628 2.4937  0.216
H -0.2828 -3.3766 -0.9094  0.191
H -1.4155 -2.1252 -1.3658  0.254
H 0.4374 -0.8962 -2.4947  0.220
H 0.7143 -2.5763 -2.9405  0.213

- HOMO energy: -7.477 eV
- Lowest unoccupied orbital energy: 0.0272 hartree
- Kohn-Sham gap: 8.2 eV
- Energy relative to the best compared isomer or geometry (same formula, charge and spin): 336.2 kJ/mol

=====

Entry 4:
This record from the OMol25 dataset describes an isolated molecule of C4H7N3. The level of theory is wB97M-V/def2-TZVPD.

Last column: natural (NBO) charge in e.
CARTESIAN COORDINATES (ANGSTROEM)
C 0.7850 -1.0267 1.8665  -0.615
C 0.1830 0.0454 0.9729  -0.248
N -0.1089 -0.5715 -0.3148  -0.586
C -0.7289 -0.1427 -1.3840  0.227
N -0.9793 1.2207 -1.4950  -0.685
C -0.8694 1.3366 -2.8476  0.420
N -0.7105 1.3117 -3.9950  -0.357
H 1.7633 -1.3406 1.4861  0.215
H 0.1291 -1.9053 1.8872  0.213
H 0.9065 -0.6682 2.8892  0.227
H 0.8685 0.8946 0.8564  0.196
H -0.7582 0.4206 1.3908  0.200
H 0.1156 -1.5518 -0.3988  0.403
H -0.5958 1.9771 -0.9137  0.393

- HOMO energy: -8.824 eV
- Lowest unoccupied orbital energy: 0.0203 hartree
- Kohn-Sham gap: 9.4 eV
- Energy relative to the best compared isomer or geometry (same formula, charge and spin): 240.5 kJ/mol

=====

Which of these has the highest HOMO energy? C21H29ClGeN2O4Pd